Entry 1:
C39H64KN5O3S3Si3 as an isolated structure, computed with ωB97M-V/def2-TZVPD.

Each line ends with the Löwdin charge.
CARTESIAN COORDINATES (ANGSTROEM)
K1 0.03942 1.30897 -0.17059  0.5332
S1 1.03604 3.72567 1.42135  0.8218
S2 -2.87037 -0.97955 -1.14824  0.7042
S3 -0.45407 -0.86398 2.17952  0.3656
Si1 -0.26466 -0.15094 -4.65420  0.5772
Si2 1.56935 -1.04999 2.08917  -0.1806
Si3 0.64688 -2.08142 -3.68197  0.5782
O1 2.14237 -0.09024 0.84701  -0.2483
O2 2.19556 -2.54265 1.69073  -0.1634
O3 2.42166 -0.72360 3.47972  -0.1676
N1 -1.72991 4.25884 0.71573  0.0785
N2 -3.53532 -2.14516 1.17463  -0.2388
N3 -3.65452 0.14603 1.12511  -0.1993
N4 -0.60347 3.35465 -2.69617  0.0461
N5 0.53165 4.00348 -0.15527  -0.4149
C1 -3.25816 4.18846 -3.09865  -0.1808
C2 1.62034 1.49446 4.12012  -0.0571
C3 -3.61602 0.21567 2.57606  -0.1005
C4 -1.04823 3.75406 -3.86387  -0.2800
C5 4.09831 -1.11612 -0.15362  -0.0304
C6 0.09578 -2.95173 -2.11919  -0.2166
C7 -0.82997 3.94227 -0.36980  -0.5275
C8 -0.44363 -1.51551 -5.98360  -0.2898
C9 -3.72988 1.43423 0.45903  -0.0867
C10 3.50658 0.33226 5.27931  -0.0387
C11 1.72293 -3.75413 3.75510  -0.0456
C12 -1.35704 4.85303 1.89842  -0.2720
C13 -0.91246 -1.57003 -7.29682  -0.0963
C14 0.65900 -4.38459 1.58255  -0.0406
C15 -0.61736 -3.96462 -7.31176  -0.1177
C16 0.97865 1.18087 -5.07716  -0.2103
C17 4.33434 0.81149 1.42183  -0.0245
C18 -2.30687 4.30713 -4.14305  -0.1756
C19 -1.94387 0.51249 -4.20411  -0.2144
C20 -4.84085 -2.40353 1.75039  -0.0710
C21 -1.93956 6.05437 3.92692  -0.1479
C22 -0.05316 4.66534 2.41276  -0.4690
C23 -2.89766 -3.34063 0.65985  -0.1327
C24 -0.04321 -2.70746 -5.33809  -0.2939
C25 3.12622 -4.68758 1.90617  -0.0408
C26 -2.86340 3.83049 -1.84631  -0.1083
C27 -0.65774 5.86134 4.43190  -0.1507
C28 1.91552 -3.82104 2.24085  -0.6599
C29 -1.41940 3.68607 -1.57616  -0.3156
C30 3.45840 0.17702 0.34711  -0.6295
C31 0.27742 5.18036 3.65768  -0.1380
C32 -3.37779 -0.98147 0.44887  -0.8160
C33 -2.27937 5.56801 2.67269  -0.0586
C34 2.16222 0.14787 4.57928  -0.6541
C35 1.16787 -0.53063 5.51934  -0.0482
C36 2.52902 -2.13690 -3.80868  -0.2047
C37 -0.99875 -2.78863 -7.95450  -0.1157
C38 -0.13778 -3.92609 -6.01023  -0.1015
C39 3.26965 1.15514 -0.81088  -0.0303
H1 -0.18229 -3.73095 1.81223  0.0338
H2 2.76648 2.06521 -0.47606  0.0636
H3 -2.67876 6.59561 4.50755  0.0791
H4 -0.38448 6.24655 5.40748  0.0759
H5 0.53643 -3.95147 -2.05326  0.0240
H6 -5.26508 -1.51132 2.20248  0.0655
H7 1.56911 -1.48692 5.86484  0.0741
H8 4.31155 -1.78923 0.67708  0.0756
H9 1.96324 0.74801 -5.26903  0.0146
H10 -2.59055 4.54939 -5.15967  0.0423
H11 5.31674 1.04660 1.00354  0.0855
H12 -3.19487 -0.70094 2.98156  0.0539
H13 -2.63883 4.55108 0.38649  0.0996
H14 3.91114 -0.63956 5.57168  0.0788
H15 1.55153 -4.75885 4.15202  0.0816
H16 -2.35554 1.06152 -5.05663  0.0350
H17 4.45753 0.13540 2.26822  0.0736
H18 -5.54018 -2.77020 0.98459  0.0906
H19 -3.62230 3.62279 -1.09766  0.0588
H20 -2.87021 -4.08070 1.46257  0.0845
H21 0.78504 -4.41467 0.49829  0.0742
H22 -4.61102 0.40220 2.99533  0.0816
H23 2.99942 -1.51368 -3.04636  0.0003
H24 1.28818 5.03427 4.02569  0.0916
H25 3.39503 0.95375 6.17155  0.0796
H26 -1.88147 -3.10523 0.35724  0.0369
H27 0.23275 -0.71091 4.98701  0.0471
H28 3.27262 -4.71318 0.82447  0.0822
H29 2.91013 -3.15585 -3.69437  0.0252
H30 4.23111 1.43246 -1.24810  0.0895
H31 0.65841 1.37632 3.62067  0.0487
H32 -4.31894 4.31304 -3.30822  0.0776
H33 -0.69622 -4.91148 -7.83444  0.0873
H34 -0.99153 -3.03541 -2.07260  -0.0077
H35 -1.88881 1.21799 -3.37193  0.0077
H36 2.66587 0.69768 -1.60071  0.0793
H37 1.04367 1.88092 -4.23872  0.0124
H38 -4.43758 2.06024 1.00736  0.0931
H39 -1.22545 -0.66411 -7.80659  0.0973
H40 -2.95726 1.03692 2.86382  0.0889
H41 -3.28072 5.72293 2.28105  0.0962
H42 5.02411 -0.89480 -0.69122  0.0855
H43 -2.76383 1.94557 0.45435  0.0653
H44 -1.37195 -2.83206 -8.97187  0.0881
H45 3.41140 -1.63106 -0.82662  0.0722
H46 2.30116 1.96998 3.41421  0.0511
H47 4.02254 -4.26670 2.36661  0.0824
H48 0.44794 -5.39555 1.94453  0.0824
H49 2.98749 -5.70966 2.26885  0.0765
H50 0.41174 -2.38832 -1.23490  0.0263
H51 -4.74668 -3.16817 2.52342  0.0857
H52 3.87831 1.73562 1.77964  0.0793
H53 2.60343 -3.32210 4.23368  0.0822
H54 0.66799 1.74248 -5.96182  0.0231
H55 0.16267 -4.84971 -5.52463  0.0939
H56 4.21600 0.81376 4.60374  0.0740
H57 -0.37952 3.57200 -4.70807  0.0722
H58 0.97081 0.10388 6.38791  0.0803
H59 2.84193 -1.76488 -4.78722  0.0219
H60 -2.62452 -0.29947 -3.94451  -0.0045
H61 0.85973 -3.13018 3.99683  0.0651
H62 -3.43264 -3.75454 -0.20389  0.0755
H63 -4.05175 1.31203 -0.57057  0.0540
H64 1.48909 2.16381 4.97478  0.0880

The calculation puts the HOMO energy at 0.79 eV. The energy above the lowest of the compared OMol25 structures with the same formula, charge and spin is 0.000 eV. As for the total charge: -2.

---

Entry 2:
C25H47BaClINO3Si2 as an isolated structure, computed with ωB97M-V/def2-TZVPD.

Each line ends with the Löwdin charge.
CARTESIAN COORDINATES (ANGSTROEM)
Ba1 -0.11919 -1.51900 0.12867  1.8299
I1 -2.28824 2.80752 2.57993  0.9978
Cl1 2.78016 3.29476 5.12581  0.6912
Si1 -3.60153 -1.14601 0.62182  0.3031
Si2 -1.29113 -2.85677 -4.07781  0.4602
O1 1.44265 -1.13270 -4.82899  -0.2574
O2 0.62206 0.85725 -3.49430  -0.2540
O3 -0.42353 0.73460 0.97415  -0.4438
N1 2.18833 0.03417 1.17217  0.0006
C1 3.49276 -0.23978 1.23239  -0.1478
C2 -2.72992 -0.58553 -0.91361  -0.3946
C3 2.23282 0.06495 -6.83514  -0.0683
C4 -4.51226 -2.74750 0.22471  -0.1995
C5 0.30178 1.37501 1.82956  -0.4596
C6 0.52344 2.91534 3.71276  -0.1751
C7 -2.57981 -3.87230 -3.17190  -0.1704
C8 1.80766 1.30821 -2.80631  -0.2443
C9 1.71779 1.04770 1.95450  -0.1594
C10 3.79295 -1.55025 -4.38313  -0.0636
C11 -0.29565 -4.10444 -5.06808  -0.1839
C12 -0.55314 1.66681 -3.56254  -0.2505
C13 4.36506 0.37431 2.15027  -0.0543
C14 -2.47525 -1.53449 2.10418  -0.2823
C15 1.07004 -0.47571 -6.05679  -0.2485
C16 -0.30282 -1.83214 -2.82523  -0.3122
C17 -0.68162 2.70183 -2.48349  -0.0684
C18 -4.76597 0.17904 1.25097  -0.2116
C19 2.48393 -2.11705 -4.86244  -0.2642
C20 -2.15338 -1.69714 -5.25828  -0.1640
C21 3.87447 1.32944 3.01963  -0.0262
C22 2.67982 2.15072 -3.68512  -0.0523
C23 1.87484 2.60424 3.84151  -0.6357
C24 -0.25884 2.33099 2.71235  -0.6351
C25 2.52170 1.69334 2.95160  -0.1790
H1 2.56222 -2.52543 -5.87684  0.1187
H2 4.51366 1.80976 3.76240  0.0937
H3 -1.63860 3.20329 -2.59182  0.0870
H4 -2.50990 0.49360 -0.96851  -0.0440
H5 0.36020 -3.65022 -5.82269  0.0165
H6 3.70522 -1.12671 -3.37937  0.0681
H7 -1.49288 -0.98385 -5.75357  0.0066
H8 -2.92781 -1.11598 -4.74470  0.0363
H9 -5.29321 0.66323 0.41813  0.0326
H10 2.12308 3.00903 -4.06773  0.0860
H11 2.91967 -0.73406 -7.12285  0.0758
H12 2.15748 -2.91946 -4.18761  0.1070
H13 -0.65698 2.24494 -1.49362  0.0699
H14 -0.55659 2.11492 -4.57393  0.1178
H15 0.07019 3.60907 4.40747  0.0887
H16 -5.30750 -2.91934 0.96546  0.0254
H17 -3.25244 -0.83794 -1.85065  -0.0398
H18 0.12637 3.42297 -2.57675  0.0742
H19 -3.01348 -3.34137 -2.32100  0.0031
H20 3.50741 2.52886 -3.09710  0.0804
H21 -1.09288 -1.33966 -2.23605  -0.0878
H22 -5.51178 -0.24239 1.93939  0.0234
H23 0.34818 -2.53285 -2.26296  -0.0303
H24 4.16225 -0.77655 -5.06058  0.0703
H25 0.33155 -4.72488 -4.40997  0.0328
H26 -0.99127 -4.77795 -5.59051  0.0366
H27 0.39365 0.33908 -5.75372  0.1079
H28 -1.87952 -2.46507 1.99461  -0.0248
H29 -3.39357 -4.14315 -3.85279  0.0374
H30 -1.39600 0.95151 -3.54517  0.1171
H31 3.86100 -0.99071 0.52154  0.1060
H32 2.75660 0.83456 -6.26322  0.0586
H33 -4.97743 -2.70226 -0.77077  0.0283
H34 -2.65094 -2.27766 -6.04688  0.0380
H35 -2.13668 -4.80125 -2.79720  0.0311
H36 4.52806 -2.35392 -4.34551  0.0785
H37 0.34538 -1.02270 -3.33918  0.0538
H38 0.48096 -1.19187 -6.65299  0.1132
H39 -1.82233 -0.68726 2.38618  0.0011
H40 -4.20667 0.96154 1.78936  -0.0843
H41 5.40967 0.07538 2.17620  0.1042
H42 -3.13349 -1.71442 2.96845  0.0427
H43 -3.83800 -3.61576 0.24564  0.0199
H44 1.52325 1.82491 -1.86674  0.1138
H45 2.31694 0.39054 -2.49721  0.1011
H46 1.83321 0.52885 -7.73923  0.0859
H47 3.07926 1.57957 -4.51494  0.0449

The calculation puts the HOMO energy at -6.18 eV. The energy above the lowest of the compared OMol25 structures with the same formula, charge and spin is 0.932 eV.

---

Entry 3:
A 2-piece molecular cluster, C4H7NO2 overall, computed with ωB97M-V/def2-TZVPD.

Each line ends with the natural charge from an NBO analysis.
CARTESIAN COORDINATES (ANGSTROEM)
O1 0.70094 -1.41447 -2.28940  -0.5384
O2 0.82852 0.52311 0.31221  -0.5384
N1 -0.81533 0.95128 2.24453  -0.8069
C1 1.55418 -1.30792 -1.44214  0.2991
C2 -0.49656 0.64366 0.93377  0.3412
C3 -1.27405 0.16057 -0.24885  -0.4193
C4 -0.25920 1.26754 -0.30569  0.0152
H1 1.52821 -1.88150 -0.49806  0.1110
H2 -0.83923 0.12251 2.82758  0.3761
H3 -0.19268 1.64024 2.65063  0.3812
H4 2.42988 -0.64408 -1.56918  0.1119
H5 -0.16143 2.26004 -0.71868  0.2204
H6 -1.04867 -0.79914 -0.70925  0.2296
H7 -2.31676 0.47652 -0.25913  0.2173

The SMILES is N[C@@]12C[C@@H]1O2.C=O. The calculation puts the HOMO energy at -8.88 eV. The energy above the lowest of the compared OMol25 structures with the same formula, charge and spin is 4.732 eV.

---

Entry 4:
A 2-piece molecular cluster, H3N2P overall, computed with ωB97M-V/def2-TZVPD.

Each line ends with the natural charge from an NBO analysis.
CARTESIAN COORDINATES (ANGSTROEM)
P1 -0.59704 0.46737 -1.17332  0.8240
N1 0.37890 -0.75158 -0.43498  -0.6812
N2 -0.31753 0.07848 0.43260  -0.5363
H1 -1.56784 -0.87370 1.38357  0.1196
H2 1.38922 -0.66305 -0.30545  0.3739
H3 0.30901 1.57038 -1.09717  -0.0999

The calculation puts the HOMO energy (alpha / beta) at -9.18 / -9.12 eV. The energy above the lowest of the compared OMol25 structures with the same formula, charge and spin is 5.407 eV.

---

Entry 5:
A 12-piece molecular cluster, C5H34N10O12 overall, computed with ωB97M-V/def2-TZVPD.

Each line ends with the natural charge from an NBO analysis.
CARTESIAN COORDINATES (ANGSTROEM)
O1 -13.28651 14.78960 -16.27980  -0.6306
O2 -16.61011 16.32263 -10.03367  -0.9554
O3 -17.26148 17.77810 -13.17291  -0.9655
O4 -21.14245 14.02350 -15.42218  -0.6340
O5 -13.89095 14.84919 -11.00688  -0.6760
O6 -19.65868 17.75939 -15.03737  -0.7146
O7 -18.02893 11.51751 -12.99463  -0.9786
O8 -15.14832 10.92550 -14.16488  -0.6474
O9 -19.85409 13.66857 -12.13777  -0.9486
O10 -17.66460 14.83175 -13.92633  -0.9798
O11 -17.61344 13.19968 -10.77730  -0.9717
O12 -18.46003 16.03953 -16.74040  -0.9633
N1 -14.89478 15.94605 -12.67625  -0.8234
N2 -16.30023 12.36994 -15.27910  -0.8783
N3 -14.07401 16.74648 -15.71375  -0.8419
N4 -19.35953 12.65935 -15.98526  -0.8605
N5 -14.56190 13.87478 -12.93579  -0.8496
N6 -15.02987 11.13360 -16.36446  -0.8180
N7 -19.78229 16.90594 -12.94190  -0.8256
N8 -20.95219 11.92918 -14.81438  -0.8293
N9 -15.48670 15.14554 -16.04435  -0.8650
N10 -21.37483 16.53750 -14.21080  -0.7996
C1 -15.45313 11.39540 -15.17238  0.7470
C2 -14.19215 15.50348 -16.11882  0.7628
C3 -20.54285 13.00377 -15.41961  0.7618
C4 -14.51672 14.88336 -12.05344  0.7407
C5 -20.18493 17.09391 -14.15262  0.7649
H1 -21.85549 16.67134 -15.08896  0.4128
H2 -16.04538 15.73783 -15.44671  0.3868
H3 -20.29246 11.19395 -14.60394  0.3883
H4 -20.34090 16.38685 -12.27964  0.3625
H5 -19.03694 11.71527 -15.82794  0.3752
H6 -17.81291 18.10401 -13.88420  0.5035
H7 -14.36640 10.37894 -16.46644  0.4028
H8 -16.94400 18.56748 -12.73438  0.4825
H9 -16.14537 16.06550 -10.83000  0.4728
H10 -14.87247 17.36473 -15.73167  0.3841
H11 -17.44103 11.68948 -12.25908  0.5122
H12 -18.20228 13.55398 -11.44362  0.4873
H13 -15.05940 13.80430 -13.81193  0.4061
H14 -20.36287 12.92436 -12.45954  0.4948
H15 -16.94327 12.46490 -14.50606  0.4283
H16 -17.56512 10.87073 -13.52641  0.4771
H17 -14.11847 13.06036 -12.53555  0.4087
H18 -19.04591 13.05553 -16.85977  0.4114
H19 -14.89691 16.84132 -12.20872  0.3920
H20 -20.50972 14.28209 -11.80616  0.4701
H21 -13.16804 17.16674 -15.56305  0.4066
H22 -15.32707 11.66570 -17.16985  0.3909
H23 -16.59535 12.86514 -16.10843  0.3788
H24 -21.81685 16.23740 -13.35368  0.3767
H25 -17.84543 15.59038 -16.16009  0.4578
H26 -15.60016 14.14270 -16.00497  0.3864
H27 -19.10122 16.43584 -16.15045  0.4863
H28 -18.87972 17.22819 -12.62313  0.4254
H29 -15.40661 15.91228 -13.54630  0.3946
H30 -16.42271 15.62157 -9.40947  0.4749
H31 -17.54643 15.15808 -13.03426  0.4835
H32 -18.47834 14.32887 -13.89208  0.4975
H33 -17.82411 13.69259 -9.98428  0.4715
H34 -21.76731 12.01092 -14.22362  0.3895

The SMILES is NC(N)=O.NC(N)=O.NC(N)=O.NC(N)=O.NC(N)=O.O.O.O.O.O.O.O. The calculation puts the HOMO energy at -9.41 eV. The energy above the lowest of the compared OMol25 structures with the same formula, charge and spin is 3.840 eV.

---

Entry 6:
C12H30O6Zr as an isolated structure, computed with ωB97M-V/def2-TZVPD.

Each line ends with the natural charge from an NBO analysis.
CARTESIAN COORDINATES (ANGSTROEM)
Zr1 0.13228 0.03956 0.20075  2.5089
O1 0.69019 -1.25830 -1.42598  -0.5994
O2 -0.15214 0.61085 2.27525  -0.9114
O3 0.69210 -1.83137 1.04392  -0.5921
O4 -0.56491 1.68206 -1.03989  -0.9114
O5 -1.73953 -1.11719 -0.10742  -0.9617
O6 2.23048 0.55434 0.15191  -0.9348
C1 0.08861 -2.68284 2.02794  -0.2413
C2 0.60551 -1.06177 -2.84105  -0.2595
C3 -1.67743 3.26218 -2.40637  -0.6206
C4 -3.15637 -1.16192 -0.48724  -0.0278
C5 -0.90611 0.66480 3.50237  -0.0343
C6 -3.85138 0.13729 -0.79217  -0.6352
C7 4.17533 0.03347 -0.90313  -0.6076
C8 -0.57582 1.82375 4.43234  -0.6291
C9 -0.89228 3.02551 -1.17210  -0.0417
C10 3.33097 1.19174 -0.48118  -0.0400
C11 1.37159 -2.54005 -1.15985  -0.0822
C12 1.75021 -2.59042 0.35694  -0.0828
H1 -0.10374 3.75301 -1.36455  0.1407
H2 2.28417 -2.53816 -1.75590  0.2130
H3 3.94318 1.84643 0.13904  0.1605
H4 1.06288 -1.82452 -3.47123  0.1946
H5 0.80088 -3.05944 2.76207  0.1881
H6 -1.94121 4.28931 -2.65838  0.2030
H7 -3.17467 -1.67599 -1.44822  0.1325
H8 -1.42067 3.40462 -0.29735  0.1503
H9 -0.68429 -2.14759 2.57950  0.2377
H10 4.47227 -0.47254 0.01550  0.2033
H11 4.97076 0.34481 -1.58022  0.2011
H12 -3.16654 0.53779 -1.53963  0.2228
H13 -1.16566 2.78002 -3.23927  0.2018
H14 -1.98522 0.67010 3.34872  0.1563
H15 1.69407 -3.62911 0.68262  0.2030
H16 -0.37860 -3.54767 1.55690  0.1878
H17 -0.46125 -1.06010 -3.06494  0.2163
H18 1.05847 -0.11051 -3.12039  0.2163
H19 3.59881 -0.68252 -1.48887  0.1737
H20 -3.75731 -1.88180 0.06839  0.1511
H21 -4.81388 -0.13036 -1.22812  0.2031
H22 0.59860 -3.29734 -1.29058  0.2103
H23 2.72585 -2.14927 0.56092  0.2291
H24 -0.87998 2.76888 3.98256  0.2007
H25 -0.66150 -0.21547 4.09683  0.1376
H26 -1.06657 1.83063 5.40560  0.2068
H27 -3.98108 0.74285 0.10481  0.2030
H28 3.05324 1.84846 -1.30562  0.1529
H29 -2.66983 2.86635 -2.19060  0.1983
H30 0.49775 1.95752 4.56522  0.2085

The calculation puts the HOMO energy at -8.43 eV.

---

Entry 7:
A 2-piece molecular cluster, C3H5Br overall, computed with ωB97M-V/def2-TZVPD.

Each line ends with the natural charge from an NBO analysis.
CARTESIAN COORDINATES (ANGSTROEM)
Br1 -1.56116 0.58029 -2.82604  0.0694
C1 0.09823 0.83125 0.06927  -0.1573
C2 0.97044 0.30139 0.92728  -0.4838
C3 -1.34755 -0.40373 -1.26432  -0.4554
H1 -2.07549 -0.08218 -0.56318  0.2113
H2 -1.04960 -1.42869 -1.35822  0.2129
H3 1.52832 0.88624 1.60213  0.2049
H4 1.09189 -0.82896 1.16022  0.2061
H5 0.03953 1.93132 -0.12377  0.1917

The calculation puts the HOMO energy (alpha / beta) at -8.89 / -8.89 eV. The energy above the lowest of the compared OMol25 structures with the same formula, charge and spin is 3.264 eV.